No. 1
# C12H19F5O4PdTe2

A molecular structure, C12H19F5O4PdTe2 (ωB97M-V with the def2-TZVPD basis set, OMol25).

orbital gap: 0.2086 Ha
relative energy (zero: lowest compared OMol25 entry of this formula, charge and spin): 1.783 eV
calculated total energy: -52595.276 eV
strongest force on any atom: 5.50 eV/Å

Geometry as ORCA input:
```
! RIJCOSX wB97M-V def2-TZVPD def2/J DEFGRID3
* xyz -2 1
Pd 1.3651 -0.4882 -0.2595
C -0.3774 -1.1749 -3.1929
O -0.0162 -1.9086 -2.0484
C -1.0672 -2.4973 -1.3489
C -0.5062 -2.9275 0.0034
O -0.3181 -1.7690 0.7869
C 0.2573 -2.0520 2.0498
C 0.5736 -0.7436 2.7825
O 1.8733 -0.3557 2.4279
C 2.1551 1.0211 2.5738
H -0.8657 -1.8272 -3.9377
H 0.5616 -0.7828 -3.5835
H -1.0478 -0.3404 -2.9357
H -1.4661 -3.3794 -1.8886
H -1.8974 -1.7835 -1.1992
H 0.4567 -3.4287 -0.1682
H -1.2042 -3.6154 0.5161
H 1.2028 -2.5982 1.9234
H -0.4492 -2.6698 2.6359
H 0.4993 -0.9132 3.8758
H -0.1665 0.0229 2.4905
H 2.3573 1.2789 3.6280
H 1.3175 1.6326 2.2056
H 3.0263 1.2244 1.9482
Te 0.5556 1.8348 -0.6687
C -1.5181 2.2974 -0.1782
C -2.6297 1.4739 -0.3622
C -3.9159 1.8997 -0.0847
C -4.1420 3.1771 0.4058
C -3.0537 4.0113 0.6206
C -1.7805 3.5716 0.3305
H -2.4887 0.4657 -0.7378
H -4.7610 1.2362 -0.2533
H -5.1486 3.5174 0.6183
H -3.2057 5.0083 1.0193
H -0.9335 4.2219 0.4956
F 2.5278 -1.0595 -2.5116
Te 4.0090 -0.4094 -1.2543
F 2.5846 -2.2156 0.1324
F 5.1091 -1.6072 -2.7714
F 4.2583 0.7499 -2.8392
F 5.4665 1.0394 -0.6001
O 2.8027 0.8628 -0.6461
*
```

The computed natural (NBO) charges, all in e, follow:
1. Pd 0.78
2. C -0.25
3. O -0.53
4. C -0.07
5. C -0.09
6. O -0.55
7. C -0.10
8. C -0.08
9. O -0.54
10. C -0.27
11. H 0.14
12. H 0.25
13. H 0.17
14. H 0.15
15. H 0.16
16. H 0.23
17. H 0.15
18. H 0.24
19. H 0.15
20. H 0.15
21. H 0.19
22. H 0.13
23. H 0.19
24. H 0.23
25. Te 0.09
26. C -0.27
27. C -0.27
28. C -0.22
29. C -0.27
30. C -0.25
31. C -0.20
32. H 0.20
33. H 0.19
34. H 0.19
35. H 0.19
36. H 0.20
37. F -0.73
38. Te 2.54
39. F -0.83
40. F -0.80
41. F -0.67
42. F -0.77
43. O -1.14

No. 2
# C12H19F6N5O7S2Ta

A molecular structure, C12H19F6N5O7S2Ta (ωB97M-V with the def2-TZVPD basis set, OMol25).

orbital gap: 0.3205 Ha
calculated total energy: -74035.953 eV
strongest force on any atom: 1.00 eV/Å

Geometry as ORCA input:
```
! RIJCOSX wB97M-V def2-TZVPD def2/J DEFGRID3
* xyz 3 1
Ta 0.2388 0.1719 1.1287
N 2.1495 1.0221 0.2303
C 3.4023 0.5164 0.8496
C 3.1230 -0.8674 1.3754
O 3.9394 -1.6860 1.6474
N 1.7190 -1.0866 1.5517
C 1.4205 -2.3767 2.1821
C -0.0470 -2.6221 1.9543
O -0.6745 -3.6104 1.8977
O -0.6725 -1.3517 1.7358
H 2.1744 0.8490 -0.7742
H 2.1149 2.0429 0.3079
H 3.6717 1.1637 1.6859
H 4.2339 0.5040 0.1478
H 1.6188 -2.3551 3.2586
H 2.0248 -3.1823 1.7632
F -2.0785 3.7066 4.4758
C -1.3399 2.6610 4.5944
F -1.9603 1.6219 5.0404
F -0.2056 2.8787 5.1687
S -0.8574 2.1578 2.7083
O 0.5778 1.5556 2.6293
O -1.6162 0.9889 2.1969
N -0.9535 3.4446 1.8664
S -0.3260 3.3191 0.3980
O 0.9760 3.8624 0.2502
O -0.4016 1.8498 -0.0185
C -1.5689 4.2400 -0.7222
F -0.8775 4.6669 -1.7415
F -2.0785 5.2050 -0.0201
F -2.4775 3.3594 -1.0889
C -2.1145 -2.2589 -2.1804
C -1.7536 -1.4329 -0.9301
N -0.3657 -0.8551 -1.0278
C 0.5839 -1.9836 -1.3032
C 0.2591 -2.6988 -2.6314
N -1.0054 -2.1168 -3.1780
C -0.8016 -0.6725 -3.5042
C -0.3564 0.0547 -2.2179
H -3.0317 -1.9123 -2.6525
H -2.2167 -3.3185 -1.9527
H -1.8171 -2.0617 -0.0489
H -2.4476 -0.6025 -0.7967
H 0.5188 -2.6937 -0.4829
H 1.6011 -1.5957 -1.3328
H 0.0992 -3.7658 -2.4878
H 1.0361 -2.5591 -3.3808
H -1.2590 -2.6206 -4.0318
H -1.7462 -0.2882 -3.8845
H -0.0557 -0.6078 -4.2940
H -1.0250 0.8854 -2.0167
H 0.6490 0.4549 -2.3446
*
```

The computed natural (NBO) charges, all in e, follow:
1. Ta 2.53
2. N -0.87
3. C -0.34
4. C 0.67
5. O -0.43
6. N -0.76
7. C -0.37
8. C 0.79
9. O -0.42
10. O -0.79
11. H 0.42
12. H 0.45
13. H 0.28
14. H 0.28
15. H 0.29
16. H 0.29
17. F -0.22
18. C 0.98
19. F -0.23
20. F -0.23
21. S 2.03
22. O -0.92
23. O -0.89
24. N -1.09
25. S 2.15
26. O -0.83
27. O -1.01
28. C 0.85
29. F -0.25
30. F -0.24
31. F -0.28
32. C -0.25
33. C -0.27
34. N -0.48
35. C -0.25
36. C -0.25
37. N -0.33
38. C -0.25
39. C -0.25
40. H 0.26
41. H 0.26
42. H 0.27
43. H 0.25
44. H 0.24
45. H 0.23
46. H 0.27
47. H 0.26
48. H 0.47
49. H 0.26
50. H 0.26
51. H 0.26
52. H 0.22

No. 3
# C12H19N2P

A single C12H19N2P molecule (ωB97M-V with the def2-TZVPD basis set, OMol25).

orbital gap: 0.3339 Ha
relative energy (zero: lowest compared OMol25 entry of this formula, charge and spin): 0.000 eV
calculated total energy: -25019.661 eV
strongest force on any atom: 4.20 eV/Å

Geometry as ORCA input:
```
! RIJCOSX wB97M-V def2-TZVPD def2/J DEFGRID3
* xyz 0 1
C -0.7347 -1.7451 2.1701
C -1.4079 -0.6799 1.5041
C 1.2041 -0.5193 2.3032
C 0.5486 -1.7055 2.6320
C -0.5546 0.3975 1.2549
C -1.3804 1.6465 -0.7545
C -1.0655 1.7204 0.7024
C -0.0488 1.5597 -1.6022
C 1.0740 -2.9082 3.2897
C -0.8259 -0.8395 -2.2584
C 1.2890 0.1842 -3.0479
C 0.3407 0.0341 -1.8946
N 0.7531 0.4880 1.6113
N 0.9070 2.3705 -0.9299
P 0.5369 2.9244 0.6603
H -1.1901 -2.7371 2.2091
H -2.4360 -0.7205 1.2181
H 2.1755 -0.3250 2.7848
H -2.0557 0.8003 -0.9422
H -1.9045 2.5845 -1.0714
H -1.8248 2.0749 1.4350
H -0.3897 1.8895 -2.5465
H 0.6205 -3.6559 2.7144
H 2.1595 -2.9391 3.3000
H 0.8192 -2.9579 4.3414
H -1.6468 -0.2312 -2.6607
H -1.3454 -1.3179 -1.3635
H -0.6501 -1.7048 -2.9553
H 1.7769 -0.7185 -3.3962
H 2.0086 0.9075 -2.8634
H 0.8656 0.5388 -3.9130
H 0.7874 -0.3641 -0.9085
H 1.8635 1.9810 -1.1890
H -0.2692 3.9675 0.1664
*
```

The computed natural (NBO) charges, all in e, follow:
1. C -0.14
2. C -0.27
3. C 0.09
4. C -0.09
5. C 0.22
6. C -0.43
7. C -0.49
8. C -0.02
9. C -0.62
10. C -0.62
11. C -0.60
12. C -0.25
13. N -0.46
14. N -0.95
15. P 0.79
16. H 0.20
17. H 0.23
18. H 0.18
19. H 0.21
20. H 0.22
21. H 0.24
22. H 0.17
23. H 0.22
24. H 0.22
25. H 0.22
26. H 0.21
27. H 0.21
28. H 0.22
29. H 0.21
30. H 0.20
31. H 0.21
32. H 0.21
33. H 0.39
34. H -0.11

No. 4
# C12H19N3O3S2

A single C12H19N3O3S2 molecule (ωB97M-V with the def2-TZVPD basis set, OMol25).

orbital gap: 0.3187 Ha
relative energy (zero: lowest compared OMol25 entry of this formula, charge and spin): 0.676 eV
calculated total energy: -45035.636 eV
strongest force on any atom: 0.80 eV/Å

Geometry as ORCA input:
```
! RIJCOSX wB97M-V def2-TZVPD def2/J DEFGRID3
* xyz 0 1
C -2.6311 -0.9828 -2.5665
H -3.6981 -1.1124 -2.4043
H -2.3820 0.0622 -2.4000
H -2.4061 -1.2391 -3.5978
C -1.8140 -1.8730 -1.6342
H -2.1803 -2.9096 -1.6897
O -1.8030 -1.4469 -0.2877
C -3.0467 -1.5527 0.3765
C -2.8501 -1.1809 1.8443
C -2.7107 0.3306 2.0460
N -1.5817 0.8788 1.3400
C -1.6843 1.5753 0.1989
S -3.1083 2.1884 -0.3776
N -0.5386 1.9039 -0.4750
C 0.7532 1.4081 -0.3595
C 1.8186 2.2623 -0.6647
C 3.1201 1.8122 -0.5734
C 3.3615 0.5085 -0.1859
C 2.3228 -0.3611 0.0810
C 1.0158 0.0792 -0.0089
H 0.2004 -0.6142 0.1285
H 2.5539 -1.3839 0.3315
S 5.0360 -0.0596 -0.0187
O 5.9095 0.7793 -0.7860
O 5.0834 -1.4818 -0.1940
N 5.3078 0.2619 1.6170
H 5.5308 -0.5791 2.1244
H 6.0215 0.9615 1.7416
H 3.9576 2.4494 -0.8070
H 1.6128 3.2772 -0.9712
H -0.6687 2.6636 -1.1309
H -0.6719 0.5285 1.6008
H -2.5944 0.5493 3.1122
H -3.6025 0.8411 1.6743
H -3.7102 -1.5278 2.4169
H -1.9576 -1.6895 2.2148
H -3.4158 -2.5870 0.2959
H -3.7873 -0.8829 -0.0779
H -0.7621 -1.8572 -1.9335
*
```

The computed natural (NBO) charges, all in e, follow:
1. C -0.65
2. H 0.21
3. H 0.23
4. H 0.21
5. C -0.05
6. H 0.16
7. O -0.57
8. C -0.07
9. C -0.42
10. C -0.23
11. N -0.59
12. C 0.31
13. S -0.27
14. N -0.61
15. C 0.16
16. C -0.23
17. C -0.17
18. C -0.36
19. C -0.16
20. C -0.24
21. H 0.25
22. H 0.24
23. S 2.30
24. O -0.94
25. O -0.94
26. N -1.08
27. H 0.40
28. H 0.40
29. H 0.24
30. H 0.22
31. H 0.43
32. H 0.40
33. H 0.20
34. H 0.24
35. H 0.22
36. H 0.20
37. H 0.17
38. H 0.19
39. H 0.19

No. 5
# C12H19NO4

2 unconnected molecules or ions with the total composition C12H19NO4 (ωB97M-V with the def2-TZVPD basis set, OMol25).

orbital gap: 0.0851 Ha
relative energy (zero: lowest compared OMol25 entry of this formula, charge and spin): 5.078 eV
calculated total energy: -22426.863 eV
strongest force on any atom: 1.23 eV/Å

Geometry as ORCA input:
```
! RIJCOSX wB97M-V def2-TZVPD def2/J DEFGRID3
* xyz 0 1
C 0.0619 1.9425 2.9606
C -0.4995 1.8664 1.5371
O -1.4617 0.8042 1.2960
C -0.9535 -0.4033 1.1553
C -0.5505 -0.9012 -0.0824
C -0.0662 -2.1882 -0.1871
C 0.3459 -2.7826 -1.4996
O 1.0375 -1.8812 -2.3443
C 2.0606 -1.1921 -1.7349
C 3.0811 -1.9550 -0.9367
O 2.1436 -0.0273 -1.8880
C 0.0274 -2.9812 0.9669
C -0.3909 -2.4661 2.1689
N -0.8760 -1.2048 2.2387
H -0.2021 2.8974 3.3994
H 1.1456 1.8783 2.9709
H -0.3215 1.1818 3.6355
H -1.0273 2.7822 1.3156
H 0.3051 1.8112 0.8108
H -0.6349 -0.2548 -0.9468
H -0.5644 -3.0498 -2.0340
H 0.8913 -3.7132 -1.3582
H 2.8702 -3.0144 -0.8326
H 4.0154 -1.8693 -1.4790
H 3.1650 -1.4692 0.0252
H 0.4155 -3.9846 0.9428
H -0.3597 -3.0480 3.0719
H -1.1994 -0.8687 3.1342
C -1.2848 2.4749 -1.5736
C -1.8401 3.5719 -2.5116
O -2.1402 4.6755 -1.8213
H -2.0289 2.2200 -0.8122
H -1.0283 1.5479 -2.1261
H -0.3765 2.8309 -1.0790
H -2.6919 3.0837 -3.0622
H -1.0676 3.6864 -3.3201
*
```

The computed natural (NBO) charges, all in e, follow:
1. C -0.65
2. C -0.09
3. O -0.47
4. C 0.61
5. C -0.28
6. C 0.06
7. C -0.11
8. O -0.50
9. C 0.79
10. C -0.74
11. O -0.50
12. C -0.25
13. C 0.07
14. N -0.47
15. H 0.24
16. H 0.22
17. H 0.19
18. H 0.25
19. H 0.21
20. H 0.30
21. H 0.24
22. H 0.19
23. H 0.21
24. H 0.26
25. H 0.24
26. H 0.24
27. H 0.24
28. H 0.45
29. C -0.64
30. C 0.00
31. O -0.91
32. H 0.17
33. H 0.14
34. H 0.17
35. H 0.06
36. H 0.07

No. 6
# C12H19P

A molecular structure, C12H19P (ωB97M-V with the def2-TZVPD basis set, OMol25).

orbital gap: 0.3302 Ha
relative energy (zero: lowest compared OMol25 entry of this formula, charge and spin): 1.182 eV
calculated total energy: -22038.574 eV
strongest force on any atom: 4.62 eV/Å

Geometry as ORCA input:
```
! RIJCOSX wB97M-V def2-TZVPD def2/J DEFGRID3
* xyz 0 1
C 2.2184 1.7903 -0.7447
C 0.9255 1.8393 -0.5697
C 0.0481 0.0023 -3.1136
C -0.7638 0.3948 3.2792
C -0.5145 -1.0502 2.8618
C -0.4296 1.1760 2.0120
C -0.1945 -1.9789 0.4900
C 0.7852 -0.9795 -0.1206
C -1.0595 -1.1314 1.4305
C -0.9953 0.3168 0.8717
C -0.1117 0.2122 -0.3690
C -0.2841 -0.1082 -4.5605
P -1.1161 0.1938 -1.9302
H 2.7993 2.6925 -0.8824
H 2.7775 0.8700 -0.7486
H 0.2892 2.7014 -0.5505
H 1.0993 -0.0726 -2.8640
H -1.8146 0.5344 3.5390
H -0.1572 0.6962 4.1323
H 0.5575 -1.2493 2.8660
H -0.9947 -1.7663 3.5245
H -0.8551 2.1794 2.0202
H 0.6524 1.2671 1.9050
H -0.8114 -2.4039 -0.3057
H 0.3035 -2.7942 1.0127
H 1.5565 -0.7195 0.6049
H 1.2587 -1.3607 -1.0240
H -2.0872 -1.4973 1.4487
H -1.9920 0.6771 0.6030
H -1.3242 0.1526 -4.7446
H -0.1188 -1.1292 -4.9144
H 0.3533 0.5450 -5.1592
*
```

The computed natural (NBO) charges, all in e, follow:
1. C -0.46
2. C -0.12
3. C -0.56
4. C -0.40
5. C -0.40
6. C -0.40
7. C -0.40
8. C -0.46
9. C -0.22
10. C -0.27
11. C -0.28
12. C -0.65
13. P 0.66
14. H 0.21
15. H 0.20
16. H 0.19
17. H 0.21
18. H 0.19
19. H 0.21
20. H 0.19
21. H 0.21
22. H 0.21
23. H 0.21
24. H 0.21
25. H 0.21
26. H 0.21
27. H 0.22
28. H 0.21
29. H 0.22
30. H 0.22
31. H 0.22
32. H 0.22